No. 1
Density functional theory data (ωB97M-V with the def2-TZVPD basis set) for 2 unconnected molecules or ions with the total composition C2H8.

Values from the calculation:
structure (SMILES)	C.C
total energy	-80.97854	hartree
energy relative to the best compared isomer or geometry (same formula, charge and spin)	2.20	kcal/mol
E_HOMO	-0.4637	Eh

XYZ file:
```
10
C2H8 (ωB97M-V with the def2-TZVPD basis set)
C -0.1058 1.6741 -0.3853
C 0.1055 -1.6741 0.3851
H 0.6668 2.0506 -1.0718
H -0.7805 -1.9872 0.9569
H -0.9604 2.3666 -0.3789
H 0.3117 1.5975 0.6296
H 0.2895 -0.6024 0.5517
H 0.9803 -2.2519 0.7183
H -0.0664 -1.8541 -0.6863
H -0.4407 0.6809 -0.7193
```

***

No. 2
Density functional theory data (ωB97M-V with the def2-TZVPD basis set) for a molecular structure, C2H8AgBrN4O2 at a distorted geometry.

Values from the calculation:
total energy	-3171.29610	hartree
energy relative to the best compared isomer or geometry (same formula, charge and spin)	171.18	kcal/mol
E_HOMO	-0.3057	Eh

XYZ file:
```
18
C2H8AgBrN4O2 (ωB97M-V with the def2-TZVPD basis set)
Ag -10.4931 8.0928 6.9545
Br -10.9483 6.3121 7.8789
O -10.7633 1.9897 7.0993
O -7.1236 4.3793 6.9468
N -8.0485 6.2719 6.2422
N -11.3987 3.7555 8.4242
N -8.5703 5.4329 8.2186
N -9.9323 4.0669 7.0011
C -10.7359 3.1668 7.5052
C -7.8161 5.3028 7.1535
H -8.6331 4.9380 9.0968
H -9.0936 6.2922 8.1301
H -9.9872 5.0329 7.2909
H -7.6388 6.3576 5.3230
H -11.8920 3.1595 9.0734
H -9.5152 3.8039 6.1197
H -11.4739 4.7608 8.3617
H -8.8425 6.8612 6.4478
```

***

No. 3
Density functional theory data (ωB97M-V with the def2-TZVPD basis set) for a molecular structure, C2H8AlFNSn at a distorted geometry.

Values from the calculation:
total energy	-692.02141	hartree
net charge	+1
E_HOMO	-0.4868	Eh

XYZ file:
```
14
C2H8AlFNSn (ωB97M-V with the def2-TZVPD basis set)
Sn -1.2701 -0.2745 -2.4127
Al -1.8288 0.2990 0.4875
F -1.9900 -0.8770 1.5742
N 2.2717 -0.3463 0.4820
C 0.9703 -0.6696 -0.0467
C 0.0171 0.5075 -0.1490
H -0.3097 0.6861 -1.1845
H 1.1293 -1.1000 -1.0364
H 2.1777 -0.2720 1.4811
H 2.5466 0.5778 0.1952
H 0.4964 1.3917 0.2021
H -2.3964 1.6978 0.9399
H 0.5773 -1.4343 0.5878
H -2.3914 -0.1863 -1.1205
```

***

No. 4
Density functional theory data (ωB97M-V with the def2-TZVPD basis set) for 2 unconnected molecules or ions with the total composition C2H8BNO2 at a distorted geometry.

Values from the calculation:
total energy	-310.93883	hartree
energy relative to the best compared isomer or geometry (same formula, charge and spin)	0.00	kcal/mol
E_HOMO (alpha / beta)	-0.1887 / -0.3415	Eh
spin multiplicity	3

XYZ file:
```
14
C2H8BNO2 (ωB97M-V with the def2-TZVPD basis set)
O 1.2150 -0.5233 -2.0011
O 2.4444 1.0554 0.6441
N -0.2469 -0.0713 -0.0600
C -1.4543 -0.7385 -0.4358
C -0.4877 0.6895 1.1713
B 0.8153 0.0624 -0.8897
H -1.1866 1.4962 1.0773
H 2.5585 0.3034 1.2390
H 0.4796 0.9293 1.6250
H -1.3116 -1.1611 -1.4323
H -2.1806 0.0679 -0.5322
H -1.6598 -1.5392 0.3504
H -1.0349 -0.1815 1.6634
H 2.0496 -0.3892 -2.4193
```

***

No. 5
Density functional theory data (ωB97M-V with the def2-TZVPD basis set) for a molecular structure, C2H8IN2 at a distorted geometry.

Values from the calculation:
total energy	-487.86368	hartree
energy relative to the best compared isomer or geometry (same formula, charge and spin)	62.27	kcal/mol
net charge	+1
E_HOMO	-0.5232	Eh

XYZ file:
```
13
C2H8IN2 (ωB97M-V with the def2-TZVPD basis set)
I 0.1249 1.4266 -2.0255
N 1.7350 -0.4130 0.2373
N -0.6235 1.2216 0.8950
C -0.0954 0.5286 -0.1386
C 0.3871 -0.8444 0.1422
H -0.7628 0.9417 1.8632
H -2.5641 -0.6117 -1.3526
H 0.2370 -1.5488 -0.8117
H -1.8692 -0.2900 -1.1047
H -1.1058 2.0758 0.6549
H 2.2237 -0.7006 -0.5619
H 0.1134 -1.2277 1.0507
H 2.1997 -0.5581 1.1518
```

***

No. 6
Density functional theory data (ωB97M-V with the def2-TZVPD basis set) for a molecular structure, C2H8IN2 at a distorted geometry.

Values from the calculation:
total energy	-487.90420	hartree
energy relative to the best compared isomer or geometry (same formula, charge and spin)	36.84	kcal/mol
net charge	+1
E_HOMO	-0.4984	Eh

XYZ file:
```
13
C2H8IN2 (ωB97M-V with the def2-TZVPD basis set)
I -2.5527 -0.3207 -0.0062
N 0.1761 -1.6198 0.0309
N 0.0798 1.9305 -0.1289
C 0.7308 -0.3332 -0.2338
C -0.1020 0.7778 0.3986
H -1.3055 -1.4308 0.2743
H 0.4362 2.1190 -1.0228
H 1.8315 -0.1192 -0.0558
H 0.3001 -2.1739 0.8622
H 0.6000 -0.1903 -1.2997
H 0.4785 -2.2276 -0.6536
H -0.3068 2.7519 0.4110
H -0.3659 0.8362 1.4238
```

***

No. 7
Density functional theory data (ωB97M-V with the def2-TZVPD basis set) for 2 unconnected molecules or ions with the total composition C2H8N2 at a distorted geometry.

Values from the calculation:
total energy	-190.12975	hartree
energy relative to the best compared isomer or geometry (same formula, charge and spin)	52.42	kcal/mol
net charge	+1
E_HOMO (alpha / beta)	-0.5788 / -0.5788	Eh
spin multiplicity	2

XYZ file:
```
12
C2H8N2 (ωB97M-V with the def2-TZVPD basis set)
N -1.7824 1.5141 0.1701
N -1.5637 -0.7839 0.2128
C 2.5554 -0.2246 0.2779
C -1.7537 0.3767 -0.4706
H 2.0929 0.7263 -0.1360
H 2.8228 -0.0777 1.3660
H -1.7572 -1.5816 -0.3884
H -1.9653 0.1314 -1.5353
H -2.0515 -0.8696 1.1011
H -2.0149 2.1613 -0.5231
H 3.5586 -0.3527 -0.1806
H 1.8589 -1.0196 0.1061
```

***

No. 8
Density functional theory data (ωB97M-V with the def2-TZVPD basis set) for 2 unconnected molecules or ions with the total composition C2H8N2O at a distorted geometry.

Values from the calculation:
total energy	-265.64462	hartree
energy relative to the best compared isomer or geometry (same formula, charge and spin)	52.02	kcal/mol
net charge	-1
E_HOMO (alpha / beta)	0.0332 / -0.0837	Eh
spin multiplicity	2

XYZ file:
```
13
C2H8N2O (ωB97M-V with the def2-TZVPD basis set)
O -0.5960 -3.5383 -0.2921
N -0.0673 2.4757 1.7150
N 0.2294 2.3553 -0.8177
C 0.7591 2.6618 0.4530
C -0.3524 -4.4389 -1.1312
H -0.5028 2.9994 -1.0485
H 0.4502 -4.3924 -1.7899
H 1.0043 3.7705 0.3720
H -1.2931 -5.0324 -1.2778
H -0.3447 1.5195 1.8470
H -0.4147 1.5320 -1.0239
H 1.7352 2.1058 0.5332
H 0.5591 2.6497 2.5132
```

***

No. 9
Density functional theory data (ωB97M-V with the def2-TZVPD basis set) for 2 unconnected molecules or ions with the total composition C2H8N2O at a distorted geometry.

Values from the calculation:
structure (SMILES)	C=[N+](C)[O-].N
total energy	-265.63404	hartree
energy relative to the best compared isomer or geometry (same formula, charge and spin)	93.56	kcal/mol
E_HOMO	-0.3334	Eh

XYZ file:
```
13
C2H8N2O (ωB97M-V with the def2-TZVPD basis set)
O -0.0700 -0.6884 -1.1393
N -0.7719 -0.0209 -0.3362
N 2.5804 -0.9302 0.3144
C -1.1654 1.3747 -0.8240
C -1.1441 -0.4968 0.8391
H 1.7016 -1.0038 -0.1934
H 2.5442 -1.7740 0.9624
H -1.0055 1.4193 -1.8622
H 2.7454 -0.0035 0.7464
H -1.8357 -0.0212 1.3759
H -0.3354 2.0380 -0.5637
H -1.0729 -1.5185 1.0316
H -2.1706 1.6253 -0.3510
```

***

No. 10
Density functional theory data (ωB97M-V with the def2-TZVPD basis set) for 2 unconnected molecules or ions with the total composition C2H8N2O.

Values from the calculation:
structure (SMILES)	[H]/N=C/N.CO
total energy	-265.73839	hartree
energy relative to the best compared isomer or geometry (same formula, charge and spin)	28.09	kcal/mol
E_HOMO	-0.3508	Eh

XYZ file:
```
13
C2H8N2O (ωB97M-V with the def2-TZVPD basis set)
O 0.8460 0.9996 -0.2333
N 0.5010 -1.9168 0.0502
N -1.3203 -0.7433 -0.7952
C -0.8083 -1.8021 -0.3130
C 0.6844 2.2400 0.4428
H 0.9979 -1.0300 0.0967
H -1.3749 -2.7315 -0.2084
H 0.6796 3.0670 -0.2620
H -2.3046 -0.8981 -0.9813
H -0.2149 2.2005 1.0628
H 1.5923 2.3794 1.0369
H 0.0363 0.7630 -0.7252
H 0.6855 -2.5277 0.8290
```